Record 1
Below is the molecule C3H2ClNOS, with properties calculated with the ωB97M-V functional and the def2-TZVPD basis.

Kohn-Sham gap	8.90	eV
SMILES string	S=c1[nH]c(Cl)co1
E_HOMO	-0.313	hartree
strongest force on any atom	4.47	eV/Å

Last column: natural (NBO) charge in e.
Atoms and positions in Å:
S (-2.7111, -0.7015, -0.1712)  -0.084
C (-1.2504, -0.1263, 0.0451)  0.282
N (-0.1056, -0.8951, 0.0770)  -0.600
C (0.9428, -0.1120, 0.1950)  0.093
Cl (2.6445, -0.6226, -0.1803)  0.005
C (0.5092, 1.0995, -0.0648)  0.046
O (-0.8805, 1.2549, -0.1007)  -0.409
H (-0.3097, -1.8520, 0.3233)  0.447
H (1.1609, 1.9550, -0.1234)  0.219

Record 2
Below is the molecule C3H2ClNOS2, with properties calculated with the ωB97M-V functional and the def2-TZVPD basis.

Kohn-Sham gap	8.20	eV
E_HOMO	-0.337	hartree
strongest force on any atom	4.84	eV/Å

Last column: natural (NBO) charge in e.
Atoms and positions in Å:
C (1.9709, 0.2101, 0.7811)  0.046
C (2.9535, -0.5203, -0.0645)  -0.242
C (2.9071, -1.8132, -0.0883)  -0.336
N (1.8723, 1.5093, 0.7082)  -0.619
O (2.5654, -3.6408, 1.6338)  -0.886
S (1.9896, 2.9164, 0.2080)  0.727
S (2.1357, -3.1506, 0.3229)  1.183
Cl (3.3604, 3.0729, -1.4644)  -0.326
H (1.5031, -0.5302, 1.4173)  0.214
H (3.6755, 0.1073, -0.4839)  0.241

Record 3
Below is a structure of composition C3H2CrFO3, with properties calculated with the ωB97M-V functional and the def2-TZVPD basis.

<S²>	6.021
2S+1	5
Kohn-Sham gap (alpha / beta)	7.55 / 8.14	eV
E_HOMO (alpha / beta)	-0.498 / -0.503	hartree
strongest force on any atom	3.68	eV/Å
charge	+1

Last column: natural (NBO) charge in e.
Atoms and positions in Å:
O (0.3477, -1.9276, -0.0582)  -0.712
C (0.6823, -1.0697, 0.8430)  0.232
C (-0.0582, 0.1020, 0.9954)  -0.127
H (1.5234, -1.2646, 1.5212)  0.223
H (-0.0285, 0.8101, 1.8179)  0.240
F (-1.3888, -0.1839, 0.5662)  -0.408
Cr (-1.0297, -1.1852, -1.1886)  1.562
O (0.4301, 2.6093, -1.3156)  -0.361
O (-0.5059, 0.5932, -1.8734)  -0.708
C (0.0275, 1.5164, -1.3078)  1.058

Record 4
Below is a structure of composition C3H2CrLi2O3, with properties calculated with the ωB97M-V functional and the def2-TZVPD basis.

<S²>	6.421
2S+1	5
Kohn-Sham gap (alpha / beta)	7.12 / 7.21	eV
E_HOMO (alpha / beta)	-0.535 / -0.536	hartree
strongest force on any atom	10.78	eV/Å
charge	+2

Last column: natural (NBO) charge in e.
Atoms and positions in Å:
C (-1.1837, 0.3440, 0.5035)  0.145
C (0.0523, -0.0092, -0.3486)  -0.127
O (-2.2906, -0.1390, 0.2615)  -1.028
H (-0.9629, 1.0164, 1.3330)  0.181
H (0.1167, -0.8472, -1.0462)  0.201
Li (-3.4806, 0.3908, -0.9181)  0.985
Li (-2.5121, -1.5989, 1.2642)  0.981
O (1.0901, 0.8232, -0.2072)  -0.451
C (2.3360, 0.4369, -0.5572)  0.588
O (3.0208, -0.3663, -1.0008)  -0.540
Cr (3.8142, -0.0507, 0.7158)  1.066

Record 5
Below is a structure of composition C3H2CrO2, with properties calculated with the ωB97M-V functional and the def2-TZVPD basis.

<S²>	8.752
2S+1	6
Kohn-Sham gap (alpha / beta)	8.16 / 8.92	eV
E_HOMO (alpha / beta)	-0.487 / -0.503	hartree
strongest force on any atom	3.86	eV/Å
charge	+1

Last column: natural (NBO) charge in e.
Atoms and positions in Å:
H (2.4310, -0.4091, -0.2622)  0.241
O (0.5020, -1.2485, 0.0677)  -0.536
O (-1.6761, 0.1082, 0.4697)  -0.666
C (1.3511, -0.3341, -0.4307)  0.387
C (0.5552, 0.8109, -0.4484)  -0.526
C (-0.5553, 0.1090, 0.0875)  0.861
H (0.8002, 1.8597, -0.3057)  0.271
Cr (-3.4082, -0.8961, 0.8220)  0.966

Record 6
Below is a structure of composition C3H2CsFLiO4, with properties calculated with the ωB97M-V functional and the def2-TZVPD basis.

<S²>	0.753
2S+1	2
Kohn-Sham gap (alpha / beta)	2.63 / 6.06	eV
E_HOMO (alpha / beta)	-0.133 / -0.264	hartree
strongest force on any atom	6.66	eV/Å

Last column: Löwdin charge in e.
Atoms and positions in Å:
C (-1.6170, -0.8173, -0.1149)  -0.343
C (-0.2129, -1.3065, 0.2351)  -0.299
O (0.9328, -0.8227, -0.6838)  0.058
C (1.4315, 0.4168, -0.5741)  -0.790
O (2.0420, 0.9536, -1.4786)  -0.042
O (0.8362, 1.3229, 0.2395)  -0.290
O (-2.0881, 0.2442, 0.3505)  -0.322
Li (2.7122, 2.0314, 0.0861)  0.800
H (-2.1663, -1.4401, -0.8213)  0.083
F (-0.2186, -2.6442, 0.1959)  0.027
H (0.0498, -1.0241, 1.2545)  0.135
Cs (-1.7016, 3.0859, 1.3112)  0.982

Record 7
Below is a structure of composition C3H2CuFO4, with properties calculated with the ωB97M-V functional and the def2-TZVPD basis.

<S²>	2.005
2S+1	3
Kohn-Sham gap (alpha / beta)	4.97 / 4.44	eV
E_HOMO (alpha / beta)	-0.636 / -0.737	hartree
strongest force on any atom	6.39	eV/Å
charge	+2

Last column: natural (NBO) charge in e.
Atoms and positions in Å:
C (1.9950, 1.7200, 0.4199)  0.438
O (2.1937, 2.4937, 1.2225)  -0.400
H (-0.2172, 1.1759, 0.1388)  0.562
C (0.8631, -0.8406, 0.7457)  0.462
O (-0.0952, -1.2286, -0.1688)  -0.439
C (-0.9741, -0.4004, -0.6966)  1.078
O (-0.9353, 0.8621, -0.4549)  -0.591
O (-1.8352, -0.8930, -1.4208)  -0.684
Cu (-3.2023, -0.6062, -2.3692)  1.624
F (0.3895, -0.9304, 1.9774)  -0.266
H (1.8180, -1.3525, 0.6060)  0.215

Record 8
Below is a structure of composition C3H2CuO, with properties calculated with the ωB97M-V functional and the def2-TZVPD basis.

<S²>	0.765
2S+1	2
Kohn-Sham gap (alpha / beta)	4.52 / 4.05	eV
E_HOMO (alpha / beta)	0.096 / 0.096	hartree
strongest force on any atom	3.65	eV/Å
charge	-2

Last column: natural (NBO) charge in e.
Atoms and positions in Å:
H (1.2364, 0.0113, -3.5419)  -0.033
C (1.0576, -0.1787, -1.9830)  -0.499
C (-0.1028, 0.2177, -1.3094)  -0.433
C (-1.0413, 0.7028, -0.6346)  0.470
O (-1.9997, 1.1504, 0.0218)  -0.700
H (1.2184, -1.2712, -1.8664)  0.140
Cu (-4.3006, 1.6001, 0.1998)  -0.945

Record 9
Below is a structure of composition C3H2CuO4, with properties calculated with the ωB97M-V functional and the def2-TZVPD basis.

<S²>	0.804
2S+1	2
Kohn-Sham gap (alpha / beta)	6.99 / 6.57	eV
E_HOMO (alpha / beta)	-0.738 / -0.732	hartree
strongest force on any atom	8.96	eV/Å
charge	+2

Last column: natural (NBO) charge in e.
Atoms and positions in Å:
C (-1.9528, -0.1028, 0.5740)  0.391
C (-1.4281, 0.0920, -1.2368)  0.478
O (-0.6919, 0.9875, -1.5328)  -0.510
O (-2.7745, -0.9452, 0.8050)  -0.150
H (-1.9331, 0.8643, 1.1144)  0.341
H (-0.6327, -0.9662, -0.7759)  0.172
O (1.3392, -0.3148, 0.5638)  -0.194
O (2.0476, 0.3635, -0.3648)  -0.407
C (0.5082, -1.1309, 0.7717)  0.713
Cu (1.1114, 1.4880, -1.5104)  1.164

Record 10
Below is the molecule C3H2F2, with properties calculated with the ωB97M-V functional and the def2-TZVPD basis.

Kohn-Sham gap	8.50	eV
E_HOMO	-0.349	hartree
strongest force on any atom	3.39	eV/Å

Last column: natural (NBO) charge in e.
Atoms and positions in Å:
C (0.5265, -0.4974, 0.0095)  -0.535
C (2.0606, -0.6631, 0.0093)  0.401
C (-0.4799, 0.4630, -0.0023)  0.369
F (2.6615, 0.5126, 0.0214)  -0.335
F (-1.7441, 0.0895, 0.0424)  -0.299
H (0.1227, -1.5103, 0.0422)  0.221
H (-0.3482, 1.5369, -0.0470)  0.179

Question: Which of these has the lowest strongest force on any atom?
Answer: C3H2F2

Question: The lowest strongest force on any atom belongs to which entry?
Answer: C3H2F2